No. 1
The following is a DFT calculation (the ωB97M-V functional and the def2-TZVPD basis) of one molecule with the formula C4H6N2.

Computed properties:
orbital gap (alpha / beta)	8.29 / 8.29	eV
F_max	0.3	eV/Å
HOMO (alpha / beta)	-0.2773 / -0.2772	Eh

ORCA input file:
```
! RIJCOSX wB97M-V def2-TZVPD def2/J DEFGRID3
* xyz 0 1
N -0.232 -1.566 -1.531
C 0.631 0.421 1.272
C 0.334 -0.504 -0.996
N -1.074 1.161 -0.137
C 0.896 -0.490 0.291
H 1.732 -1.186 0.356
C -0.382 1.371 0.936
H -0.326 -1.644 -2.534
H -1.632 1.979 -0.386
H -0.676 -2.314 -1.004
H 1.219 0.500 2.179
H -0.490 2.272 1.553
*
```



No. 2
The following is a DFT calculation (the ωB97M-V functional and the def2-TZVPD basis) of one molecule with the formula BH4NO2.

Computed properties:
orbital gap	10.00	eV
SMILES	NB(O)O
F_max	5.6	eV/Å
HOMO	-0.3652	Eh

ORCA input file:
```
! RIJCOSX wB97M-V def2-TZVPD def2/J DEFGRID3
* xyz 0 1
H -1.835 0.791 -0.381
O 0.767 -1.199 0.131
B 0.243 0.034 -0.064
O 0.828 1.279 0.134
N -1.513 0.018 0.257
H 1.679 -1.354 0.175
H 1.779 1.111 0.138
H -1.947 -0.679 -0.391
*
```



No. 3
The following is a DFT calculation (the ωB97M-V functional and the def2-TZVPD basis) of one molecule with the formula C4H2O3.

Computed properties:
orbital gap	9.17	eV
SMILES	C#CC(=O)C(=O)O
F_max	8.4	eV/Å
HOMO	-0.3885	Eh

ORCA input file:
```
! RIJCOSX wB97M-V def2-TZVPD def2/J DEFGRID3
* xyz 0 1
C 0.716 -1.354 0.040
O -0.849 1.715 0.659
H 2.156 -2.574 -1.522
C -0.007 0.988 0.297
O -1.786 -0.696 0.428
H 1.258 2.308 -0.935
C 1.342 -2.153 -0.846
O 1.038 1.246 -0.583
C -0.492 -0.458 0.245
*
```



No. 4
The following is a DFT calculation (the ωB97M-V functional and the def2-TZVPD basis) of one molecule with the formula C5H12N2.

Computed properties:
orbital gap	8.31	eV
SMILES	CCC/C(N)=C/N
F_max	1.6	eV/Å
HOMO	-0.2654	Eh

ORCA input file:
```
! RIJCOSX wB97M-V def2-TZVPD def2/J DEFGRID3
* xyz 0 1
C -2.759 0.381 0.152
H -2.273 0.131 -1.939
C -1.836 -0.083 -0.972
H -0.468 0.751 1.620
H 3.763 -0.635 0.249
H 2.064 -0.525 -1.372
H -2.387 0.070 1.133
N 2.804 -0.692 0.542
N 0.290 0.113 1.408
H -0.488 1.591 -1.011
H 0.063 -0.793 1.795
H -2.780 1.459 0.165
H -3.710 -0.110 -0.004
H -0.027 0.215 -2.005
C 1.808 -0.325 -0.347
C 0.596 0.091 0.015
H 2.658 -0.638 1.528
C -0.397 0.500 -1.041
H -1.687 -1.178 -1.014
*
```



No. 5
The following is a DFT calculation (the ωB97M-V functional and the def2-TZVPD basis) of a 2-piece molecular cluster, C6H9IN2 overall.

Computed properties:
orbital gap (alpha / beta)	8.08 / 8.14	eV
F_max	4.9	eV/Å
HOMO (alpha / beta)	-0.2751 / -0.3356	Eh

ORCA input file:
```
! RIJCOSX wB97M-V def2-TZVPD def2/J DEFGRID3
* xyz 0 3
H -0.720 1.348 -0.731
H 2.480 -2.152 1.588
N 1.562 -1.918 1.278
H -1.224 1.162 2.429
C -0.201 -0.678 1.684
H -0.045 1.850 -3.468
C -0.719 1.099 -1.802
H 0.888 2.199 -2.169
C 0.277 -0.464 0.351
I -2.316 -0.142 -2.446
H 1.997 -1.145 -0.686
C 1.395 -1.186 0.154
H -2.334 -0.028 1.553
C 0.404 1.450 -2.634
H 0.897 0.559 -2.896
N 0.652 -1.482 2.241
C -1.449 -0.036 2.303
H -1.543 -0.436 3.249
*
```



No. 6
The following is a DFT calculation (the ωB97M-V functional and the def2-TZVPD basis) of a 2-piece molecular cluster, C3HFO overall.

Computed properties:
orbital gap (alpha / beta)	7.41 / 7.43	eV
F_max	1.8	eV/Å
HOMO (alpha / beta)	-0.3501 / -0.3508	Eh

ORCA input file:
```
! RIJCOSX wB97M-V def2-TZVPD def2/J DEFGRID3
* xyz 0 1
F -0.249 -1.993 0.059
H 2.236 -0.402 -0.241
C 0.152 0.499 0.065
C -1.106 0.873 0.051
C 1.170 -0.206 0.016
O -2.202 1.228 0.050
*
```



No. 7
The following is a DFT calculation (the ωB97M-V functional and the def2-TZVPD basis) of C40H47N3O5SV as an isolated structure.

Computed properties:
orbital gap	6.14	eV
F_max	0.4	eV/Å
HOMO	-0.5984	Eh

ORCA input file:
```
! RIJCOSX wB97M-V def2-TZVPD def2/J DEFGRID3
* xyz 3 1
C -1.815 -3.074 -4.037
H 5.582 -0.165 -1.838
C 3.490 -0.566 -1.627
H -1.341 -0.009 -2.696
C -3.780 -3.030 2.425
C 0.562 -1.805 4.003
C 0.550 -0.958 2.898
H -2.504 -3.612 -4.674
C 1.244 5.925 -1.173
C -1.849 -1.593 2.375
H -1.889 0.058 3.755
C 1.542 0.016 2.770
H 2.658 -2.637 2.197
H 2.395 -5.392 -0.356
H -0.890 -2.103 -0.075
H 0.520 3.274 2.310
O -2.468 1.328 -0.713
H 2.205 -4.284 2.664
N 0.995 3.210 -1.655
H 3.174 0.650 -5.283
C -4.053 -0.783 -0.578
H 2.745 3.980 -2.523
C 0.997 -0.986 -1.535
C -2.432 -0.795 3.364
H -4.291 -3.921 2.084
H 3.296 0.892 3.631
H -2.936 -1.249 -4.094
C 1.228 -1.602 -0.136
O 0.264 -3.293 1.145
H 2.280 6.015 -0.839
C 4.613 -0.134 -2.318
H 1.162 -3.476 -2.470
H -4.848 2.756 -1.305
H 0.774 6.900 -1.067
H -4.100 -0.577 0.491
H -0.462 6.550 0.701
O -0.792 0.239 1.232
C 4.500 0.316 -3.626
H -2.078 -3.376 1.180
H 1.209 2.222 -1.662
H 0.858 5.831 1.621
H 1.824 -0.895 0.446
N -0.124 2.819 0.356
C 2.553 -3.663 1.840
C -2.531 -2.713 1.904
H 1.181 -0.147 -4.085
N 0.529 5.001 -0.268
C 2.547 -0.727 4.826
C -0.502 -1.190 1.844
H -1.931 4.684 1.123
C 0.008 5.606 0.972
C 2.244 -0.563 -2.255
H 0.120 5.496 -2.952
H -5.329 -2.485 3.802
H 1.451 3.569 -3.651
H 1.545 0.703 1.931
C 0.488 3.712 -0.525
C -1.172 -1.062 -2.886
H -3.279 -1.508 -0.824
C -3.685 -1.104 3.863
H 3.610 -0.944 -0.621
S -3.700 0.708 -1.481
C -5.024 1.754 -0.918
H 3.524 -4.027 1.508
C 1.154 5.440 -2.607
C 3.259 0.326 -4.254
H -5.013 -1.147 -0.954
C 1.667 4.019 -2.684
C -0.655 -3.690 -3.587
C 2.533 0.131 3.734
H -1.107 2.608 2.200
H -5.945 1.359 -1.352
C 0.244 -3.003 -2.784
C 1.443 -5.109 0.090
O 1.917 -2.805 -0.331
H 3.322 -0.635 5.574
H -0.200 -2.566 4.105
H 1.192 -5.835 0.862
C -0.024 -1.688 -2.404
C -4.361 -2.227 3.395
C -2.064 -1.754 -3.698
H -0.434 -4.709 -3.875
H 1.565 -2.362 5.807
O 0.322 0.388 -1.124
H -1.180 5.071 2.668
H 0.663 -5.119 -0.670
H 5.381 0.640 -4.163
C 1.564 -3.735 0.697
C 1.561 -1.693 4.958
H -4.123 -0.488 4.636
H 1.752 6.083 -3.250
C -0.046 -2.031 0.626
C -0.408 3.299 1.733
C -0.983 4.698 1.664
C 2.137 -0.118 -3.577
H -5.064 1.740 0.169
V -0.736 1.150 -0.120
*
```



No. 8
The following is a DFT calculation (the ωB97M-V functional and the def2-TZVPD basis) of one molecule with the formula C3H7Cl3Si.

Computed properties:
orbital gap	11.06	eV
SMILES	CC(C)[Si](Cl)(Cl)Cl
F_max	1.8	eV/Å
HOMO	-0.3900	Eh

ORCA input file:
```
! RIJCOSX wB97M-V def2-TZVPD def2/J DEFGRID3
* xyz 0 1
H 0.424 -0.496 1.888
Si -0.828 -1.107 -0.649
H 1.779 0.436 1.444
H 0.225 2.402 0.089
H 1.121 0.211 -1.096
H -0.721 1.751 -1.272
Cl -2.084 -1.089 1.004
C 1.113 -0.294 1.044
H -1.173 1.325 0.419
H 1.704 -1.157 0.702
C 0.448 0.215 -0.238
C -0.314 1.500 -0.239
Cl -1.927 -0.726 -2.379
Cl 0.235 -2.972 -0.716
*
```



Taking the records one at a time from the top gives energy relative to the best compared isomer or geometry (same formula, charge and spin) values of 285.8, 154.8, 498.3, 84.3, 0.0, 291.6, 0.0, 32.0 kJ/mol.